(1)
Here is a molecular structure, C30H35BrCoN6O3 in a non-equilibrium geometry from the OMol25 dataset. Energies are from the ωB97M-V functional and the def2-TZVPD basis.

Properties
max |F| = 1.3 eV Å⁻¹
2S+1 = 2
energy relative to the best compared isomer or geometry (same formula, charge and spin) = 17.5 kcal/mol
HOMO-LUMO gap (spin up / spin down) = 0.27267 / 0.27236 Ha
electronic energy = -154419.042 eV
total charge = +2

Cartesian coordinates (Å):
Br: 2.44394 -0.19566 2.19753
Co: 0.00210 -0.99816 -0.31479
O: -1.90111 2.44385 2.68127
O: 0.52566 0.92139 -0.32283
O: 6.08608 -1.52611 -1.13822
N: -0.60215 3.34297 0.60410
N: -0.54440 -1.21114 -2.56515
N: -0.65991 -1.41762 1.78000
N: -0.62921 -3.10157 -0.48277
N: 2.07897 -1.65715 -0.14736
N: -2.01674 -0.55650 -0.38052
C: 1.06941 1.62667 -1.24779
C: 1.55191 2.80336 1.66733
C: 3.86559 -2.32886 -1.61476
C: 0.14460 2.01012 3.93564
C: -1.92406 -0.72286 2.03095
C: 2.23475 2.44939 2.81649
C: 0.16392 2.78140 1.65187
C: -0.71708 -2.87405 1.94233
C: -0.54572 2.38480 2.79272
C: 1.53196 2.05210 3.94451
C: 2.55089 -2.31586 -1.22063
C: 1.93779 1.07793 -2.23095
C: 2.99635 -1.03138 0.59807
C: -2.70427 -0.49617 0.76168
C: 0.76138 3.02663 -1.39971
C: -1.36281 -3.51008 0.72415
C: 4.79670 -1.62133 -0.84806
C: -1.76677 -0.43148 -2.78383
C: -0.25985 3.62678 -0.62592
C: -1.34269 -3.38476 -1.73548
C: 1.32815 3.76733 -2.46571
C: 4.33971 -0.98636 0.30723
C: 2.19911 3.20375 -3.35237
C: -3.97792 -0.05688 -1.61530
C: 2.49051 1.83351 -3.23225
C: -2.62698 -0.35566 -1.54855
C: -0.69202 -2.63482 -2.89205
C: -4.05894 -0.20652 0.77129
C: -4.70140 0.02283 -0.43548
C: -2.66725 2.35528 3.88243
H: 0.25501 -3.60325 -0.49069
H: 1.08660 4.82132 -2.54436
H: 0.02674 -1.06053 2.43110
H: -2.39608 -3.17192 0.62620
H: 3.15336 1.36747 -3.95123
H: -2.37779 -3.05896 -1.61958
H: 5.04170 -0.49235 0.96294
H: -2.62547 1.34731 4.30271
H: -1.48209 0.58840 -3.05442
H: 2.17587 0.02678 -2.15199
H: 1.82010 -2.86727 -1.79774
H: -4.60335 -0.16989 1.70561
H: -0.87025 4.38610 -1.10788
H: -1.35905 -4.45402 -1.96077
H: -2.35605 -0.83819 -3.61126
H: 4.16694 -2.87831 -2.49725
H: 2.08954 3.13205 0.78814
H: -1.37778 -4.59642 0.84193
H: 3.31437 2.50168 2.83967
H: -1.69659 0.25937 2.45139
H: -2.54564 -1.26130 2.75411
H: -5.75918 0.24849 -0.45957
H: 0.17662 -0.81601 -3.15715
H: 0.30938 -3.23391 2.04205
H: 0.29797 -3.04752 -3.09195
H: 2.06190 1.78656 4.84949
H: 2.64761 3.79494 -4.13750
H: 6.33569 -2.04282 -1.91335
H: -3.69169 2.58509 3.60443
H: -2.31865 3.07359 4.62484
H: -4.45372 0.10463 -2.57348
H: -1.29153 -2.78241 -3.79572
H: -1.49662 3.69280 0.93140
H: -0.38875 1.71053 4.82707
H: -1.26731 -3.16120 2.84363

Mulliken population analysis, charges in e, atoms 1 to 4:
1 Br -0.05
2 Co 0.37
3 O -0.54
4 O -0.24

---

(2)
Here is a molecular structure, C30H35ClNPSSiTi from the OMol25 dataset. Energies are from the ωB97M-V functional and the def2-TZVPD basis.

Properties
max |F| = 0.5 eV Å⁻¹
energy relative to the best compared isomer or geometry (same formula, charge and spin) = 0.8 kcal/mol
HOMO-LUMO gap = 0.26428 Ha
electronic energy = -96795.492 eV
total charge = +2

Cartesian coordinates (Å):
Ti: 0.93689 0.21359 0.53444
Cl: 0.67447 0.27337 3.08283
S: 0.23093 2.34879 0.19403
P: -0.51355 -1.84389 1.03103
Si: -0.84569 4.11466 -2.77872
N: 0.61800 0.33422 -1.47143
C: -0.57063 -3.30955 0.01170
C: 2.90141 0.04238 0.68975
C: 3.87425 0.63036 1.70153
C: 0.61768 -5.07724 -1.10279
C: -4.11415 0.93371 0.58568
C: 0.50631 4.96564 -3.74305
C: -2.01564 -0.85752 0.88579
C: 0.10688 -2.89119 5.45911
C: -1.16955 4.95604 -1.14602
C: -0.20181 1.51647 -3.75625
C: -0.60669 -3.54890 3.25663
C: 0.24395 -1.36946 3.65595
C: 3.76860 2.15234 1.72341
C: -1.78813 -3.85650 -0.39417
C: -0.59581 -5.62013 -1.50896
C: -2.42038 -0.45971 -0.39441
C: -1.79409 -5.01303 -1.15832
C: -3.47067 0.42969 -0.53893
C: 0.44396 -1.62441 4.99369
C: -0.41115 -3.84583 4.59650
C: 0.22646 0.18823 -3.78173
C: 0.63465 -3.91873 -0.34520
C: 5.29985 0.17980 1.37929
C: 0.19657 1.61960 -1.44966
C: 0.63313 -0.38722 -2.60562
C: -0.24035 2.28845 -2.59505
C: -2.67642 -0.36417 2.01027
C: -3.72263 0.53243 1.85467
C: -2.44001 3.99169 -3.74813
C: -0.28432 -2.28573 2.75862
H: 2.79311 2.49285 2.07956
H: -2.82813 4.99610 -3.92913
H: -1.60917 5.92849 -1.38557
H: -3.20310 3.44343 -3.19218
H: 3.60383 0.23757 2.68641
H: 5.61811 0.57488 0.41247
H: -2.38433 -0.68286 3.00298
H: -0.52110 1.96076 -4.69238
H: 3.91951 2.56964 0.72471
H: -1.93379 -0.85858 -1.27817
H: -0.66468 -4.82895 4.96771
H: -4.23967 0.91054 2.72592
H: -0.60699 -6.52450 -2.10214
H: -2.32165 3.51727 -4.72323
H: -1.00904 -4.29767 2.58555
H: 0.85224 -0.87088 5.65201
H: -1.88970 4.42312 -0.52374
H: 1.44711 4.98483 -3.19008
H: 0.24341 -0.37826 -4.70125
H: 3.18997 0.26172 -0.35254
H: 0.22720 6.00017 -3.95167
H: -2.72082 -3.38255 -0.11433
H: 5.99361 0.54859 2.13404
H: -3.79449 0.72002 -1.52954
H: 0.25738 -3.12816 6.50333
H: 5.38284 -0.90715 1.34869
H: 1.54655 -5.55829 -1.37667
H: 0.97821 -1.41048 -2.52973
H: -0.27274 5.14652 -0.55782
H: -4.93490 1.62905 0.47242
H: 1.58288 -3.50072 -0.02333
H: 4.52894 2.57735 2.37759
H: -2.73365 -5.44395 -1.47555
H: 2.77952 -1.06771 0.77213
H: 0.69117 4.47959 -4.70297

Mulliken population analysis, charges in e, atoms 1 to 4:
1 Ti -0.32
2 Cl -0.11
3 S -0.40
4 P 1.22

---

(3)
Here is 4 unconnected molecules or ions with the total composition C30H35F24N2O5 in a non-equilibrium geometry from the OMol25 dataset. Energies are from the ωB97M-V functional and the def2-TZVPD basis.

Properties
max |F| = 10.3 eV Å⁻¹
HOMO-LUMO gap = 0.25811 Ha
electronic energy = -110090.874 eV
total charge = +1

Cartesian coordinates (Å):
F: 1.31668 -8.49944 -7.78121
F: 0.59494 -7.41792 -6.03979
F: 1.97223 -4.39123 -2.55756
F: 1.98167 -5.91299 -8.93940
F: -0.06200 -5.72610 -10.02710
F: 1.51085 -6.81905 -12.00309
F: -1.28618 -6.94202 -11.33367
F: -1.55479 -6.40362 -4.60599
F: 2.08883 -2.77976 -4.76595
F: -6.54409 5.26851 8.30938
F: -5.58373 3.30750 4.51140
F: -4.46746 4.43586 7.68573
F: -4.29276 6.67655 6.98299
F: -1.75723 -3.98563 -3.30781
F: -2.52036 -5.55674 -2.02974
F: -7.63700 7.12651 8.11549
F: 2.97784 -6.43778 -7.09020
F: 1.93384 -7.91829 -10.17292
F: 2.07223 -2.28590 -2.02769
F: -3.36890 3.31328 6.19568
F: 0.45177 -5.85608 -3.96514
F: 0.10167 -3.63188 -4.65465
F: -4.89457 7.37462 8.95461
F: -4.77409 5.28299 4.91775
O: -6.98908 6.09440 6.25308
O: -0.93942 3.23726 2.35702
O: 3.07267 3.57844 2.30970
O: -0.52586 -4.69354 -1.54967
O: -0.78400 -7.74805 -9.32077
N: 0.74549 0.20422 2.38462
N: 1.46768 -0.80865 1.82983
C: 3.58751 0.99700 1.46832
C: 0.95104 -2.80081 -4.02059
C: 2.60449 2.17325 2.13911
C: 5.63409 3.83457 2.80601
C: -5.31530 7.24569 7.66770
C: 4.52319 -2.43440 2.07389
C: 1.08434 1.65878 2.61097
C: -1.89093 4.09262 3.09855
C: 5.78828 5.35173 2.19977
C: 0.00598 2.66609 3.33144
C: 2.85482 -0.50527 1.38531
C: -5.43634 4.24703 5.49833
C: 3.78363 -1.73992 0.74452
C: 0.03408 -3.38104 -1.67135
C: -4.62262 3.61859 6.62643
C: 5.09395 -2.95818 3.27314
C: -6.84702 4.71650 5.88950
C: -1.38473 -5.09032 -2.61812
C: -0.27347 -7.00321 -10.42588
C: 0.95920 -7.64674 -11.07551
C: -0.78167 -6.18538 -3.50852
C: 4.10257 3.50667 3.38614
C: -3.25133 3.96761 0.69191
C: 1.76264 -6.15598 -7.63284
C: -6.60301 6.41425 7.58924
C: 7.23162 5.38230 1.37721
C: -0.59533 -7.14254 -8.03673
C: 1.25819 -3.23452 -2.58978
C: 0.79042 -7.30767 -7.39186
C: -3.34085 4.13476 2.32954
H: 0.69377 -8.58217 -11.56920
H: 4.68801 1.19744 1.12159
H: 3.85026 4.21483 4.29615
H: 5.32334 -3.04555 4.44140
H: 4.55203 -1.31807 -0.03358
H: -3.81025 5.18990 2.54010
H: 7.97937 6.15343 1.88357
H: -5.47296 8.24459 7.25959
H: 5.87170 6.15501 3.06359
H: 0.52767 -1.79218 -4.04410
H: 7.69596 4.28390 1.43263
H: -7.31878 4.05228 6.62395
H: -0.61146 1.99102 4.09830
H: -7.46694 4.61180 4.99036
H: 3.09417 -2.58379 0.25747
H: -2.03786 3.64871 4.17285
H: -1.47973 5.18608 3.17204
H: 4.17991 2.41042 3.84120
H: 5.95997 3.03971 1.97970
H: 0.55792 3.47133 3.99525
H: -0.73645 -2.62890 -1.88046
H: 4.86678 5.66070 1.52687
H: 1.40380 -5.23353 -7.16652
H: -5.08314 2.68876 6.97349
H: -0.93936 -6.10107 -8.02468
H: -4.30654 4.32925 0.26984
H: -3.14820 2.83605 0.34173
H: -0.69359 -7.12498 -2.96208
H: 6.44297 3.74344 3.67908
H: -1.30310 -7.67037 -7.38545
H: -2.45119 4.65588 0.17902
H: 7.05963 5.71356 0.25115
H: -0.23264 -0.06357 2.71737
H: 0.37918 -3.14238 -0.65761
H: -4.04856 3.30156 2.76465

Mulliken population analysis, charges in e, atoms 1 to 4:
1 F -0.29
2 F -0.26
3 F -0.28
4 F -0.24

---

(4)
Here is C30H35F2N3O in the gas phase from the OMol25 dataset. Energies are from the ωB97M-V functional and the def2-TZVPD basis.

Properties
max |F| = 0.5 eV Å⁻¹
energy relative to the best compared isomer or geometry (same formula, charge and spin) = 0.0 kcal/mol
HOMO-LUMO gap = 0.33414 Ha
electronic energy = -43632.058 eV
SMILES = Cc1cccc(C)c1NC(=O)CN1CCN(CCCC(c2ccc(F)cc2)c2ccc(F)cc2)CC1

Cartesian coordinates (Å):
F: 2.56319 5.69879 -2.70300
F: 0.62916 0.43941 4.96453
O: 2.40942 -2.58490 -1.37716
N: -2.38319 -0.11487 -1.88709
N: 0.94658 -2.91995 0.33547
N: -0.85108 -2.49239 -2.15678
C: -1.03173 0.51100 1.76266
C: -0.66740 0.09263 3.02697
C: 2.37117 -2.89592 3.72277
C: -0.01405 4.35636 -0.55847
C: 2.97068 -0.84802 2.64766
C: 2.23559 -0.28363 0.33268
C: -0.88341 1.99738 -0.23211
C: -3.40075 0.90539 -2.07803
C: 0.81820 1.98360 3.19372
C: 2.30077 -1.22524 1.49010
C: -1.54848 -0.32872 -3.05472
C: -1.72215 -2.26728 -1.02117
C: 1.81712 3.47696 -2.44506
C: 0.22064 -3.44470 -1.91396
C: 0.44455 2.38254 1.92130
C: -0.48204 1.65451 1.18774
C: 3.00805 -1.66841 3.75672
C: 0.83124 5.26782 -1.16401
C: 1.32615 -2.94456 -0.96928
C: -2.35795 2.43532 -0.32330
C: -2.88674 2.31341 -1.75625
C: 0.03351 3.00328 -0.88186
C: 1.68255 -2.47738 1.46014
C: 0.96176 2.58216 -1.82728
C: 1.70850 -3.31605 2.58168
C: 0.26125 0.83923 3.72824
C: 1.03189 -4.65660 2.54687
C: -2.89920 -1.39484 -1.44886
C: -0.37181 -1.22864 -2.68600
C: 1.73700 4.81345 -2.10442
H: 1.02337 1.53687 -2.09001
H: -0.82414 1.06457 -0.80079
H: 2.57039 0.70846 0.62387
H: -1.20401 -1.75169 -0.19481
H: -3.46242 -1.90922 -2.24665
H: 2.39255 -3.53886 4.59039
H: -2.09438 -3.23345 -0.66806
H: 0.23000 -1.43293 -3.57393
H: 1.35520 -5.23149 1.67926
H: 1.27335 -5.22215 3.44279
H: -2.12218 -0.80003 -3.87221
H: -2.96035 1.80920 0.33582
H: -3.56378 -1.24355 -0.59447
H: 0.11754 -3.44666 0.57024
H: -1.75168 -0.06526 1.20044
H: -0.22450 -4.36544 -1.52562
H: 1.53989 2.54571 3.76526
H: -2.46162 3.46454 0.02048
H: -0.71585 4.71152 0.18119
H: -3.72149 3.00283 -1.89764
H: 0.79603 6.31703 -0.91584
H: 0.26418 -0.70330 -1.95455
H: -4.22997 0.68601 -1.39993
H: 0.69211 -3.66290 -2.87589
H: 3.52232 -1.35067 4.65054
H: 2.53614 3.15033 -3.17945
H: 0.89697 3.26605 1.49814
H: -2.10139 2.60064 -2.45714
H: -1.17125 0.63369 -3.40615
H: -0.05409 -4.54845 2.50286
H: 3.45607 0.11631 2.67541
H: 2.85824 -0.64719 -0.48483
H: -3.80137 0.88833 -3.10505
H: -1.08182 -0.79946 3.46957
H: 1.21293 -0.21053 -0.03367

Mulliken population analysis, charges in e, atoms 1 to 4:
1 F -0.35
2 F -0.43
3 O -0.66
4 N 1.13